DFT (ωB97M-V/def2-TZVPD) results for a 12-piece molecular cluster, C31H60N4O8S overall in a non-equilibrium geometry.

HOMO level   -0.319 Eh
E_LUMO   0.317 eV
Charge   0
Kohn-Sham gap   0.33026 Ha
Energy   -2436.25162 Ha
Spin multiplicity   1

Cartesian coordinates (Å):
C -2.824641 -0.488704 3.325578
C -2.842977 -1.773428 4.030666
N -2.933933 -2.742500 4.638486
H -3.814059 -0.291006 2.928166
H -1.965253 -0.387304 2.676972
H -2.627269 0.220057 4.141154
C 2.859182 -0.203257 -3.744397
C 3.487093 1.088241 -3.933082
N 3.941920 2.142270 -4.067812
H 2.247800 -0.499494 -4.593726
H 2.178755 -0.148545 -2.887239
H 3.594349 -0.977576 -3.535152
C -1.325208 0.975272 -4.152274
C -2.414181 0.011748 -4.011788
N -3.272671 -0.745535 -3.937457
H -1.226978 1.229706 -5.205883
H -0.403459 0.585024 -3.725612
H -1.550403 1.890949 -3.604534
C -2.088869 -5.385865 2.511606
C -1.481861 -4.674964 1.415983
N -0.963729 -4.093704 0.571413
H -2.313152 -4.698064 3.327759
H -1.467598 -6.211703 2.849241
H -3.050590 -5.812737 2.221407
C -0.417778 -3.266539 -2.837383
S -1.471029 -4.681031 -3.230225
O -1.574079 -4.707928 -4.711905
C -0.198840 -5.899278 -2.826803
H -0.923970 -2.366264 -3.176644
H 0.528097 -3.357999 -3.367462
H -0.282143 -3.262675 -1.756317
H -0.078421 -5.975616 -1.742957
H 0.743037 -5.620769 -3.291919
H -0.540158 -6.868562 -3.188716
C -0.879291 1.238904 -0.406952
C -0.162821 -0.085593 -0.470728
O 0.302218 -0.468878 -1.526471
C -0.241831 -0.949175 0.729527
H -1.939430 1.140987 -0.644020
H -0.442790 1.952630 -1.105630
H -0.793491 1.642835 0.607483
H 0.396816 -1.828497 0.765440
H -1.259186 -1.341837 0.806486
H 0.003689 -0.406213 1.642002
C 2.427221 2.442231 -0.539375
C 2.839890 1.511620 0.560656
O 3.014424 1.935750 1.680302
C 3.100892 0.077094 0.216811
H 3.183122 3.224779 -0.651608
H 1.492939 2.933349 -0.266043
H 2.322411 2.028187 -1.540323
H 4.183815 -0.102977 0.156963
H 2.760184 -0.236074 -0.768507
H 2.769835 -0.607945 0.996210
C 2.466462 -3.558765 -0.040502
C 3.011022 -3.828564 1.347305
O 3.668843 -3.013136 1.949300
C 2.678237 -5.177926 1.928790
H 2.970794 -4.150897 -0.804822
H 2.558976 -2.507559 -0.290959
H 1.412100 -3.849447 -0.012621
H 1.678575 -5.143137 2.372207
H 3.376267 -5.417963 2.731486
H 2.693150 -5.976533 1.189364
C -5.875022 0.187015 -1.214362
C -4.999226 1.338595 -0.793467
O -4.376831 1.288895 0.239824
C -4.900584 2.552090 -1.698511
H -6.482550 -0.096539 -0.351947
H -5.229094 -0.659947 -1.455788
H -6.534282 0.379600 -2.055936
H -5.110470 2.278065 -2.733647
H -3.880865 2.935991 -1.659223
H -5.592875 3.325582 -1.370089
C 1.676247 5.398913 -2.765095
C 0.467183 4.572587 -3.107638
O 0.479343 3.364574 -3.062442
C -0.759705 5.327027 -3.551818
H 2.365216 4.839681 -2.138680
H 1.398082 6.339204 -2.296389
H 2.206808 5.549626 -3.711812
H -1.171529 5.914675 -2.727923
H -1.530170 4.629190 -3.868630
H -0.479969 6.006479 -4.359299
C 1.772859 -0.635758 6.296053
C 1.042191 -0.057314 5.124410
O -0.056160 0.442037 5.237355
C 1.678916 -0.169774 3.776470
H 1.562666 -1.710144 6.324375
H 1.284406 -0.284435 7.208285
H 2.829470 -0.394168 6.289641
H 1.238301 0.501063 3.050844
H 1.588469 -1.215433 3.442908
H 2.764633 -0.041492 3.748233
C 0.239495 3.401180 3.397670
C 0.297812 4.748171 2.723823
O -0.615005 5.542234 2.778368
C 1.522948 5.084318 1.880889
H 0.163260 2.599706 2.665639
H -0.574414 3.381288 4.119128
H 1.167498 3.259816 3.960044
H 2.337919 4.367951 1.889249
H 1.846073 6.079520 2.183081
H 1.118931 5.150459 0.865491

Forces on the atoms, in the same order (eV/Å):
0.2271 0.0706 1.6793
-0.1123 0.1186 -0.3280
0.1517 -0.2290 -0.0723
0.1931 0.0949 -0.5305
-0.3097 -0.1546 -0.4622
-0.1515 0.1766 -0.2466
-0.4307 -0.3416 0.5028
0.3708 1.1521 -0.2952
-0.3248 -0.9263 0.1509
0.1551 0.0942 -0.1893
0.0676 0.0152 -0.0937
0.0870 0.0232 -0.1000
-0.2663 0.1614 0.1174
0.2157 0.1280 -0.0121
-0.1532 -0.0624 0.1707
0.2233 -0.0409 0.0059
0.0176 -0.0918 -0.1323
-0.0400 -0.0676 -0.0256
-0.7801 -0.3268 0.4446
0.3149 0.2035 -0.2832
-0.0798 -0.1533 0.0199
0.2377 0.0110 0.0852
0.1798 0.1142 0.0426
0.0744 0.0414 -0.2249
-0.2992 -0.1030 0.1555
0.7054 0.2011 -0.2840
-0.1952 -0.0749 -0.1258
-0.1822 -0.3123 0.4608
-0.1476 -0.0111 0.1368
0.0463 -0.1235 -0.0211
0.0763 0.1991 -0.0258
-0.0086 0.1657 -0.0176
-0.0045 -0.0032 -0.1459
-0.0119 0.0845 -0.1303
0.4620 0.4675 0.5097
-0.7547 -0.0310 -1.1434
0.4284 -0.0282 0.1187
0.3076 -0.5459 1.0632
-0.0408 -0.2500 0.1266
0.0316 -0.1436 -0.1072
-0.2395 0.0812 -0.1095
0.1411 0.0634 -0.6547
-0.0848 0.2124 -0.0001
-0.3274 0.2526 -0.0431
0.0438 0.5550 -0.5464
0.3116 -0.0299 -0.3616
-0.1397 -0.0630 0.2701
0.7358 -0.6836 -0.2102
-0.0012 0.0175 0.2941
0.0199 0.0294 0.0127
-0.1569 -0.3490 0.1783
-0.0066 0.3435 0.2598
-0.4600 0.1684 0.1743
-0.1562 0.0742 0.0283
-0.2798 0.0070 0.4062
0.2241 -0.1030 -0.6126
-0.0892 0.0886 0.1624
0.1431 -0.1408 0.5116
0.0417 -0.1613 0.1179
-0.0023 0.0485 -0.0252
0.0206 0.0382 -0.3139
-0.0386 0.0376 -0.1433
-0.0067 0.0629 -0.0558
-0.0657 0.0723 -0.1348
-0.2140 -0.1746 0.3227
-0.1506 0.2159 -0.4079
0.2244 -0.0542 0.2942
0.3659 -0.4337 -0.3016
0.0648 -0.0748 -0.0411
-0.0112 0.0309 -0.0697
0.1166 0.1587 -0.0932
-0.1761 0.0822 0.0581
-0.0691 0.1463 0.1887
-0.0564 0.0110 0.0122
0.1574 -0.3823 -0.1648
-0.1386 0.1318 0.1707
-0.0070 -0.2609 0.0764
-0.0474 -0.0892 0.0493
-0.0905 -0.0608 0.1188
0.1069 0.1482 -0.1593
-0.0620 0.3584 0.0881
0.1840 0.1098 -0.0058
0.0360 -0.0147 -0.1815
-0.1691 0.0532 0.0209
-0.8400 -0.0502 0.6689
-0.1132 0.2724 -0.2943
-0.1221 0.0160 0.0870
0.7694 -0.7162 -0.4064
0.5209 -0.0672 -0.2905
0.2312 0.2662 -0.0730
0.1347 -0.2717 -0.0136
-0.1475 0.0646 0.0425
-0.3028 0.1272 -0.0109
-0.0983 0.3190 0.3287
0.2754 0.4908 0.6551
-0.0056 -0.0997 -0.3529
0.1487 -0.1489 0.1624
-0.5982 0.1197 -0.0319
-0.0171 -0.0436 -0.0504
-0.1856 -0.1492 -0.2408
0.0408 -0.1755 -0.1925
-0.0437 -0.1195 0.2203
0.1382 0.0017 -0.1265
0.2431 0.1393 -0.0544

=====

DFT (ωB97M-V/def2-TZVPD) results for a 2-piece molecular cluster, C5H11ClSi overall in a non-equilibrium geometry.

HOMO level   -0.343 Eh
E_LUMO   0.846 eV
Charge   0
Kohn-Sham gap   0.37412 Ha
SMILES   C[SiH](C)Cl.C1=CC1
Energy   -946.71911 Ha
Spin multiplicity   1

Cartesian coordinates (Å):
C -3.796817 1.621571 0.807923
C -2.366831 1.797001 0.382940
C -3.022621 0.902151 -0.287713
C 1.409860 -1.456749 -1.597617
C 3.138741 -1.096984 1.025535
Si 1.746926 -0.464848 -0.037033
Cl 2.088264 1.438445 -0.476799
H -4.250766 1.136645 1.705626
H -4.620278 2.384608 0.553783
H -1.579156 2.460810 0.745568
H 0.495756 -0.500479 0.701214
H -3.136287 0.297376 -1.265908
H 0.352556 -1.361057 -1.839653
H 2.094281 -1.162211 -2.484430
H 1.337700 -2.526074 -1.453081
H 4.025444 -0.700783 0.559343
H 3.004786 -0.601310 1.954595
H 3.078447 -2.168119 1.005699

Forces on the atoms, in the same order (eV/Å):
-2.4611 0.4018 -0.3261
-0.3872 0.3018 1.2563
-0.4979 -0.1449 -1.5824
0.5594 0.5896 -1.0579
-0.7393 0.7727 -1.5471
-0.4816 -2.1312 -0.0703
0.3355 1.7788 -0.4952
1.3740 -0.2695 -0.4373
1.5501 -0.6616 -0.2572
0.0154 -0.6462 -0.7841
-0.4150 0.0330 0.3922
0.4325 1.0067 2.1219
-0.0978 1.0144 -0.4588
-1.2818 -0.7030 1.3862
1.0538 -0.5377 0.2604
0.6683 -0.2396 -0.0611
0.0708 -0.0678 1.1772
0.3016 -0.4973 0.4833